(1)
Below is a molecular structure, C5H6O2 in a non-equilibrium geometry, with properties calculated with ωB97M-V with the def2-TZVPD basis set.

The calculation puts the energy relative to the best compared isomer or geometry (same formula, charge and spin) at 84.69 kcal/mol. The value obtained for the total energy is -9373.423 eV.

Atoms and positions in Å:
O -0.76888 0.38696 -1.96910
O -3.00254 -1.33508 -0.28025
C -0.40784 0.20950 -0.66583
C -1.26250 0.18312 0.56428
C 0.88058 0.37611 -0.28187
C 1.60443 -0.31262 0.82712
C -2.03601 -0.72332 0.01489
H 2.67055 -0.33925 0.59749
H -0.90996 1.29071 -2.27306
H 1.23191 -1.32320 0.99018
H 1.50297 0.24305 1.76166
H -0.98117 0.28731 1.59658
H 1.47845 1.05672 -0.88208

(2)
Below is C4H3ClF4O in the gas phase in a non-equilibrium geometry, with properties calculated with ωB97M-V with the def2-TZVPD basis set.

The calculation puts the energy relative to the best compared isomer or geometry (same formula, charge and spin) at 76.76 kcal/mol. The value obtained for the total energy is -29632.558 eV.

Atoms and positions in Å:
Cl 0.68608 2.11344 1.03634
F 0.19742 -1.31558 -1.29045
F 2.52508 -0.39696 -1.21063
F 0.81875 1.46849 -1.59003
F 2.53516 -0.00551 1.09095
O -0.60919 -0.51999 0.88926
C -1.97470 -0.48104 0.51341
C 1.87001 -0.05020 -0.08922
C 0.33775 -0.41163 -0.26838
C 0.84368 1.04982 -0.36411
H -2.63767 -1.26514 1.06644
H -2.42085 0.39314 0.84332
H -2.17151 -0.57884 -0.62689

(3)
Below is a molecular structure, C53H32F3HfN4, with properties calculated with ωB97M-V with the def2-TZVPD basis set.

Its net charge is +1. The calculation puts the energy relative to the best compared isomer or geometry (same formula, charge and spin) at 0.00 kcal/mol. The value obtained for the total energy is -70898.169 eV.

Atoms and positions in Å:
Hf -0.52264 0.02512 0.02547
F 9.10229 1.30033 0.40869
F 8.98299 0.34895 -1.52961
F 9.08196 -0.85670 0.25665
N -0.95295 -2.06675 -0.06256
N -1.40144 1.97513 0.12184
N -1.13827 -0.11291 2.07531
N -1.21722 0.02737 -2.00500
C -1.29806 -2.39315 -2.48402
C -1.44066 -4.04124 4.15669
C -1.25630 3.57956 -3.30839
C -1.39709 -0.56496 -4.20578
C -0.42202 -4.98650 -5.07975
C -1.23907 1.16720 -2.77964
C -1.14320 4.60297 5.47530
C -0.39165 -3.59659 3.35696
C -1.40363 0.93034 2.93892
C -1.19557 5.63018 -5.18291
C -0.30584 -4.03873 -4.07301
C -0.64419 -2.52070 2.35099
C -1.29169 0.44946 4.28065
C -1.44198 -3.41419 -3.56688
C -2.41151 5.11205 -4.75865
C -1.67375 -5.31323 -5.58313
C -3.21356 3.74672 3.83800
C -1.63869 2.73314 1.25455
C -2.80735 -4.69045 -5.08078
C -1.93181 3.23998 3.65316
C -0.76012 -4.26161 0.54215
C -1.66296 2.25284 2.56394
C 6.37028 -0.75599 -0.82468
C 4.99107 -0.78997 -0.77810
C 6.37468 1.24740 0.51566
C -0.73859 -2.90889 1.01309
C -0.89641 3.67238 4.47640
C -2.44398 4.08871 -3.82176
C 2.85724 0.16477 -0.03672
C -0.03933 4.10192 -3.73254
C 0.86569 -4.17224 3.48982
C 4.29013 0.19886 -0.08141
C 7.05903 0.26432 -0.17806
C -2.69380 -3.74078 -4.07456
C -3.45958 4.67469 4.84031
C -2.42458 5.10447 5.65854
C 8.56362 0.27131 -0.25612
C -1.23234 -5.05183 5.08397
C -1.59173 4.17387 -0.47624
C 0.02700 -5.62121 5.21780
C -1.31949 -1.05088 -2.86133
C 1.64003 0.14276 0.00125
C -1.11613 -2.85707 -1.17898
C 1.07365 -5.18148 4.41989
C -0.93206 -0.85681 4.22267
C -1.38472 2.84099 -0.95440
C 4.98964 1.21491 0.56502
C -1.76166 4.10545 0.86731
C -1.01257 -4.23034 -0.79002
C -1.32513 0.78697 -4.15924
C -1.27114 2.47595 -2.29859
C -0.85702 -1.22426 2.84010
C -0.00926 5.12644 -4.66878
H -0.62717 -5.13222 1.16325
H 0.10551 3.28599 4.33060
H -3.39359 3.68661 -3.48878
H 0.19137 -6.40571 5.94455
H -1.12018 -5.06768 -1.46000
H -3.33661 5.50629 -5.15816
H -3.78312 -4.94514 -5.47292
H 4.44840 1.98004 1.10440
H -2.61512 5.83007 6.43811
H -0.74581 -1.52394 5.04787
H 0.66846 -3.77778 -3.67683
H -1.48668 -1.19162 -5.07822
H -1.17141 6.42691 -5.91454
H 0.88310 3.70362 -3.32664
H 6.91734 2.03663 1.01624
H 0.46562 -5.46660 -5.47007
H -3.57780 -3.25493 -3.67921
H 0.94047 5.52930 -4.99477
H -1.94574 4.92154 1.54682
H -1.34948 1.47568 -4.98802
H -0.33224 4.93928 6.10780
H -1.61253 5.05104 -1.10223
H -4.46005 5.06105 4.98313
H -4.01996 3.41144 3.19657
H 2.05521 -5.62506 4.52298
H 4.44748 -1.57869 -1.27975
H -2.05328 -5.39588 5.69909
H 6.91404 -1.52065 -1.36396
H -1.45944 1.04559 5.16229
H -2.42470 -3.60061 4.04843
H -1.76303 -6.05430 -6.36637
H 1.68435 -3.82828 2.86890

(4)
Below is a molecular structure, C7H22B2N2O8PV in a non-equilibrium geometry, with properties calculated with ωB97M-V with the def2-TZVPD basis set.

The value obtained for the total energy is -63302.665 eV.

Atoms and positions in Å:
V -3.27600 2.53037 4.50983
P -1.94879 -0.44378 -0.71388
O -2.02021 1.22457 -0.89290
O -2.90370 2.70248 0.69243
O -1.34811 -0.74723 -2.28055
O -3.85869 2.67798 6.05694
O -4.40157 1.54184 -0.75232
O -2.64480 2.37150 2.91124
O -0.39695 -0.45807 -0.08045
O -3.12986 -3.13602 -1.18460
N -1.48544 -3.13773 0.66808
N -2.61852 -0.34431 0.92724
C 3.80520 1.62785 1.11870
C 0.52122 -0.93703 -1.02285
C 0.01245 -0.37555 -2.33578
C 4.73713 -0.29125 -0.13234
C 2.45235 0.71722 -0.81690
C 3.86840 0.96028 -0.25530
C 1.97811 -0.73067 -0.68593
B -3.11188 1.80245 -0.31558
B -2.24093 -2.51466 -0.38425
H -5.02855 1.64331 -0.03131
H 0.42951 -2.02134 -1.21719
H -3.66326 3.29053 0.73734
H -2.71295 -3.31490 -2.04136
H 3.16503 1.06540 1.79641
H 5.76185 -0.00869 0.09703
H -0.81234 -3.79205 0.27988
H 1.75497 1.31430 -0.23156
H 3.46107 2.65501 1.03509
H 4.39759 -0.91172 0.69643
H -2.10292 -3.66886 1.27797
H -3.24548 -0.57198 -1.33209
H 2.41333 0.98517 -1.87002
H 4.80660 1.64342 1.54720
H 4.41556 1.64793 -0.90026
H -3.29882 -1.06047 1.16581
H 2.54124 -1.36180 -1.37229
H -1.87994 -0.36618 1.62570
H 0.52838 -0.87668 -3.15417
H 4.76538 -0.89987 -1.03400
H 0.16118 0.69959 -2.41715
H 2.15313 -1.13033 0.31170

no.,LUMO level (eV)
1,0.484
2,0.612
3,-4.300
4,-3.965